121
Properties=species:S:1:pos:R:3:lowdin_charge:R:1 method="wB97M-V/def2-TZVPD" charge=+1 relative_energy_ev=1.404 energy_ha=-5159.01403
Ni -1.40507 0.14238 0.27813 -0.318
C 0.88121 -4.21478 -1.34223 -0.045
C 1.38282 -2.81669 -1.49139 -0.233
C 2.42321 -2.46890 -2.29248 0.070
C 2.81909 -1.11073 -2.40569 -0.199
N 2.25288 -0.17922 -1.68775 0.183
N 1.23530 -0.51962 -0.89170 0.001
B 0.57327 0.46112 0.13671 -0.564
N 0.97113 2.02189 -0.21146 0.057
N 2.23858 2.30965 -0.47878 0.205
C 2.55034 3.55417 -0.80296 -0.166
C 1.58277 4.56646 -0.82181 0.080
C 0.29171 4.30141 -0.45175 -0.199
C -0.73917 5.38270 -0.37784 -0.066
C 0.01866 2.95121 -0.17581 -0.389
S -1.58789 2.42054 0.33760 0.939
C 3.98568 3.89957 -1.15959 -0.537
C 4.00107 4.40646 -2.61144 -0.024
C 4.48062 5.00569 -0.21466 -0.030
C 4.90283 2.69439 -1.03104 -0.045
N 1.17873 0.11024 1.54220 0.010
N 2.50195 -0.17516 1.44995 0.177
C 3.14982 -0.57552 2.50090 -0.197
C 2.52054 -0.60014 3.77492 0.065
C 1.20252 -0.32072 3.88907 -0.246
C 0.49140 -0.37298 5.20124 -0.069
C 0.45938 -0.02479 2.68785 -0.605
S -1.22002 0.06243 2.72540 0.739
C 4.59157 -1.02276 2.26931 -0.540
C 4.59944 -2.06532 1.14513 -0.038
C 5.41474 0.19020 1.83614 -0.038
C 5.19994 -1.63907 3.52806 -0.058
C 0.71206 -1.74837 -0.83017 -0.555
S -0.74821 -1.93960 0.01414 0.834
C 3.97641 -0.67633 -3.30264 -0.529
C 4.20705 -1.67376 -4.44229 -0.055
C 3.67184 0.69342 -3.92055 -0.049
C 5.24346 -0.61698 -2.43536 -0.035
H 1.55346 -4.91931 -1.82805 0.087
H -0.11409 -4.30691 -1.78215 0.089
H 0.78374 -4.48074 -0.28843 0.087
H 2.94400 -3.23044 -2.85573 0.122
H 1.86601 5.57190 -1.10361 0.134
H -0.26316 6.32917 -0.12768 0.096
H -1.50761 5.16666 0.36213 0.064
H -1.24059 5.49576 -1.33944 0.034
H 3.45914 5.34648 -2.72768 0.084
H 3.56661 3.67168 -3.29182 0.081
H 5.03140 4.58338 -2.92135 0.096
H 3.91647 5.93334 -0.32048 0.081
H 5.52302 5.23091 -0.44291 0.096
H 4.42650 4.68498 0.82714 0.096
H 4.52727 1.84103 -1.59153 0.041
H 5.00758 2.39573 0.00908 0.070
H 5.89160 2.95768 -1.40909 0.103
H 3.08881 -0.86668 4.65497 0.117
H 1.19191 -0.59003 6.00596 0.084
H -0.28647 -1.13700 5.18174 0.078
H -0.01354 0.57263 5.40198 0.083
H 4.18180 -1.64865 0.22881 0.054
H 4.01218 -2.94523 1.41889 0.093
H 5.62333 -2.38891 0.94741 0.092
H 4.97104 0.61912 0.94088 0.045
H 6.44182 -0.10536 1.61257 0.095
H 5.44244 0.95564 2.61523 0.095
H 4.61137 -2.48233 3.89531 0.092
H 5.30199 -0.91056 4.33478 0.087
H 6.19949 -2.01109 3.30024 0.091
H 3.29747 -1.83857 -5.02354 0.095
H 4.57643 -2.63689 -4.08810 0.080
H 4.96329 -1.27341 -5.11912 0.094
H 2.92897 0.59829 -4.71527 0.093
H 4.58007 1.11216 -4.35736 0.094
H 3.28411 1.39283 -3.18152 0.041
H 5.56121 -1.62122 -2.14583 0.089
H 5.07557 -0.04725 -1.52131 0.055
H 6.06086 -0.15299 -2.99032 0.095
I -3.69208 4.00358 -1.84401 0.846
C -2.43992 2.34821 -1.26971 -0.877
H -3.13439 1.51822 -1.20242 -0.069
H -1.73276 2.18925 -2.07557 0.030
C -3.70880 -3.99399 0.27873 -0.134
C -4.37334 -3.04529 1.27916 -0.689
C -3.55939 -3.06826 2.57881 -0.131
C -5.78791 -3.53992 1.57718 -0.102
Sb -4.21512 -1.00903 0.50330 1.628
C -5.10017 -1.17411 -1.50528 -0.691
C -6.23591 -2.18521 -1.64210 -0.112
C -5.62531 0.17368 -1.99732 -0.122
C -3.92923 -1.59525 -2.40290 -0.138
C -5.54674 0.23633 1.71725 -0.701
C -5.74745 1.57786 1.01116 -0.129
C -4.78381 0.52149 3.01530 -0.143
C -6.90893 -0.36574 2.04473 -0.103
H -3.62083 -4.97932 0.75012 0.092
H -2.70808 -3.67390 -0.00881 0.009
H -4.30053 -4.12563 -0.62695 0.061
H -3.58612 -4.07781 3.00392 0.092
H -3.96526 -2.39113 3.33134 0.061
H -2.51238 -2.80150 2.41516 0.046
H -5.74794 -4.62384 1.73072 0.092
H -6.50158 -3.35075 0.77649 0.061
H -6.18359 -3.10429 2.49221 0.064
H -7.09946 -1.91451 -1.03096 0.074
H -5.93773 -3.19912 -1.38135 0.057
H -6.57174 -2.20601 -2.68540 0.092
H -6.57914 0.43185 -1.53810 0.073
H -5.79230 0.11434 -3.07832 0.093
H -4.94012 1.00527 -1.82610 0.024
H -3.58935 -2.61076 -2.19292 0.065
H -3.06177 -0.93765 -2.29069 0.050
H -4.24651 -1.56046 -3.45082 0.088
H -4.81372 1.99867 0.62488 0.039
H -6.14382 2.29774 1.73529 0.093
H -6.45758 1.52115 0.18841 0.064
H -3.84202 1.04148 2.82819 0.031
H -4.55754 -0.37865 3.58816 0.062
H -5.39538 1.16907 3.65332 0.092
H -7.43915 -0.71773 1.15728 0.075
H -7.53411 0.39761 2.52109 0.090
H -6.82818 -1.19425 2.74535 0.062